No. 1
34
Properties=species:S:1:pos:R:3:forces:R:3:mulliken_charge:R:1 method="wB97M-V/def2-TZVPD" energy_ev=-82834.2123 orbital_gap_ev="9.01 / 8.72" e_above_lowest_kj_mol=1.7 fmax_ha_per_bohr=0.0044 multiplicity=2
Cu 0.76459 0.63773 1.43300 0.0523 -0.0521 -0.1321 -0.862
O 0.64533 4.09307 -0.51551 0.0085 -0.0509 -0.0168 -0.672
C 0.48936 3.03813 0.06480 -0.0399 0.0892 0.0249 0.717
O 1.37791 2.34742 0.70307 0.0407 0.0259 0.0314 -0.359
C -0.89521 2.38887 0.07086 -0.0157 -0.0645 -0.0110 0.438
C -2.06015 2.83412 -0.52799 0.0184 0.0106 -0.0100 -0.661
C -3.19051 2.02887 -0.42420 -0.0120 -0.0061 -0.0095 -0.166
C -3.14653 0.80846 0.24669 0.0157 -0.0353 0.0249 -0.617
C -1.94634 0.43423 0.82082 0.0262 0.0598 0.0444 0.670
N -0.90070 1.23761 0.71931 -0.1054 0.0753 0.0183 0.250
C -1.59785 -0.86685 1.54198 0.0283 0.0101 -0.1220 0.435
O -2.42127 -1.75953 1.59832 -0.0286 -0.0112 0.0458 -0.691
O -0.37973 -0.89825 1.97650 -0.0409 0.0018 0.1049 -0.506
H -2.06165 3.77573 -1.05828 -0.0018 -0.0008 -0.0005 0.541
H -4.11763 2.34997 -0.88176 0.0011 0.0052 0.0001 0.440
H -4.00391 0.15516 0.32379 -0.0052 0.0047 -0.0041 0.540
N 2.57095 -2.89271 2.50697 -0.0338 -0.0171 0.0492 -0.445
C 2.30699 -1.91619 1.63443 0.0782 -0.0765 -0.1976 0.682
S 2.76422 -0.32064 2.04527 -0.0195 -0.0357 0.0631 -0.379
N 1.78300 -2.29662 0.45756 -0.0273 0.1318 0.1197 -0.175
C 1.28502 -1.43983 -0.57520 0.0409 -0.0253 -0.0575 0.411
C 2.08605 -0.46079 -1.14992 -0.0039 -0.0401 0.1244 0.100
C 1.55036 0.36592 -2.12489 -0.0761 0.0341 -0.0346 -0.632
C 0.24070 0.19161 -2.55025 0.0164 0.0477 -0.0123 -0.606
C -0.53870 -0.81813 -2.00386 0.0064 -0.0676 0.0411 -0.519
C -0.02189 -1.63304 -1.00803 0.0696 -0.0346 -0.0523 -0.604
H 2.83944 -2.62434 3.43722 0.0134 0.0129 0.0010 0.225
H 2.26150 -3.83854 2.35663 0.0152 -0.0178 -0.0129 0.196
H 1.42952 -3.24152 0.41685 -0.0409 0.0126 0.0067 0.304
H 3.10151 -0.32822 -0.80668 0.0053 0.0193 -0.0310 0.473
H 2.15452 1.15863 -2.54402 0.0238 -0.0046 0.0033 0.407
H -0.17319 0.84583 -3.30630 0.0099 -0.0015 -0.0087 0.423
H -1.55964 -0.96104 -2.33365 0.0052 -0.0042 0.0049 0.444
H -0.63608 -2.39509 -0.54354 -0.0245 0.0049 0.0048 0.195

No. 2
21
Properties=species:S:1:pos:R:3:forces:R:3:mulliken_charge:R:1 method="wB97M-V/def2-TZVPD" energy_ev=-11433.0371 orbital_gap_ev=6.95 e_above_lowest_kj_mol=164.0 fmax_ha_per_bohr=0.0587 total_charge=-1
C 0.59386 0.29006 0.47827 -1.2668 0.5739 -2.3399 -0.841
N -0.05883 -1.02478 0.14615 1.0070 1.7259 2.0390 -0.222
C 0.91710 -1.97847 -0.43935 -0.7664 -2.8441 -0.6658 -0.557
O 1.69475 -2.73702 0.36945 0.1886 0.1218 0.3349 -0.857
C -0.13674 1.30939 -0.45419 1.0232 1.9160 -0.0766 -0.479
N -1.51365 1.59642 -0.04402 -0.1830 -0.1174 -0.4068 -0.309
C -2.53826 1.77839 -1.07636 0.7695 -0.3042 -0.1599 -0.865
H 0.39578 0.65661 1.47787 0.0510 -0.2514 0.5195 0.363
H 1.68416 0.28302 0.31272 -0.5307 -0.0434 0.1038 0.397
H -0.41211 -1.30611 1.09156 0.6486 -0.8315 -1.4787 0.260
H 0.19936 -2.68591 -0.95583 0.3388 0.2833 -0.0835 0.285
H 1.52206 -1.57148 -1.30563 -0.6816 0.8559 0.7630 0.259
H 0.31138 2.34219 -0.39176 0.4463 -0.8491 0.0148 0.248
H -0.03334 1.07795 -1.53856 -0.2823 -0.5520 0.6608 0.329
H -1.83139 0.95814 0.66324 -0.0607 -0.4249 -0.0688 0.251
H -3.28165 2.44282 -0.62110 -0.1391 0.0255 -0.7404 0.294
H -2.10877 2.14187 -2.04585 -0.2040 0.4205 1.1161 0.301
H -2.99964 0.84609 -1.41705 -0.2656 -0.2481 0.3227 0.272
H 2.59956 -2.03435 1.27659 -0.7496 1.3539 0.2328 0.416
H 2.13911 -1.18743 2.55595 -0.0052 -0.0962 -0.0796 0.240
O 2.85725 -1.19740 1.91789 0.6621 -0.7142 -0.0076 -0.786

No. 3
43
Properties=species:S:1:pos:R:3:forces:R:3:mulliken_charge:R:1 method="wB97M-V/def2-TZVPD" energy_ev=-343677.5505 orbital_gap_ev="4.71 / 4.13" fmax_ha_per_bohr=0.0495 total_charge=-2 multiplicity=2
V 0.93728 -0.30087 0.36687 0.0519 0.4925 -0.1238 0.539
Se -3.58096 -1.18193 -2.62516 0.0384 0.0269 0.0579 -0.767
Sb -2.29351 -0.32617 -0.75094 0.4115 -0.0640 -0.0852 0.648
Se -0.00707 0.77882 -1.45179 -1.0425 0.9090 -1.2540 -0.699
Se -0.65907 -1.98364 0.36451 -1.3024 -1.0096 0.2183 -0.713
Se -3.62178 0.88078 0.91436 0.0674 0.0124 -0.0223 -0.783
C 5.88288 -0.80360 4.77618 0.0963 0.0358 0.0138 -1.332
C 4.37797 -0.93608 4.62683 -0.1920 -0.0116 -0.1972 -0.025
S 3.57639 0.60598 5.01256 -0.2538 -0.1457 -0.1870 1.194
O 4.01143 1.05423 6.31542 0.0534 0.0275 0.2227 -0.726
O 3.72696 1.50578 3.89551 0.0737 -0.0287 0.0167 -0.545
C 1.85200 0.12352 5.16655 0.1822 0.0384 0.1761 -0.423
C 0.90434 1.32793 5.16970 0.1258 -0.2277 -0.0025 -1.345
N 0.58262 1.69631 3.80556 -0.0835 0.2980 0.1820 0.338
C -0.13379 0.88765 3.00102 -0.3958 -0.0579 -0.3334 0.602
N -0.01537 1.23523 1.72572 0.5021 -0.0720 0.3108 -0.012
C 0.81190 2.31707 1.70615 -0.3527 0.1998 -0.3210 -0.837
C 1.19758 2.61443 2.97133 -0.2307 -0.1167 -0.0369 0.363
N 2.01069 3.69247 3.38427 -0.2719 -1.4015 0.0016 1.234
O 2.62985 4.26062 2.54239 0.9584 1.2358 -2.0096 -0.680
O 2.10237 3.94706 4.55230 -0.3459 0.4182 2.1989 -0.688
C -0.99771 -0.21577 3.46663 0.0526 -0.1012 0.0818 -1.325
H 6.33521 -1.79505 4.75814 0.0056 0.0165 -0.0385 0.388
H 6.14710 -0.31317 5.71437 -0.0004 -0.0452 -0.0130 0.365
H 6.29411 -0.22923 3.94713 -0.0029 0.0120 0.0185 0.317
H 3.95320 -1.68349 5.30253 0.0441 0.0793 0.0181 0.448
H 4.09681 -1.17080 3.59323 0.0099 -0.0358 0.2246 -0.063
H 1.78969 -0.40789 6.11657 0.0331 -0.0472 -0.0158 0.619
H 1.63152 -0.55331 4.33704 0.0266 0.0569 0.0527 0.282
H 1.31129 2.18643 5.68662 0.1520 0.0729 0.0365 0.474
H -0.02072 1.04235 5.67053 0.0582 0.0346 -0.0465 0.402
H 0.99962 2.85910 0.79392 0.1301 -0.0927 -0.0358 0.573
H -1.27207 -0.10324 4.51849 0.0144 -0.0495 -0.1071 0.356
H -0.50942 -1.17486 3.29061 -0.0081 -0.0703 0.0256 0.247
H -1.89433 -0.19783 2.84090 -0.0553 -0.0121 -0.0162 0.095
C 3.55118 0.81150 0.38370 0.0357 -0.1264 0.3234 -0.668
S 3.19898 -0.83680 0.95431 1.6383 0.2999 0.7676 1.359
O 4.45538 -1.41659 1.38403 0.0509 -0.0183 -0.0305 -0.803
O 2.22375 -0.76302 2.06883 -0.1328 -0.0013 0.6129 -0.600
O 2.59908 -1.44813 -0.22530 -0.1327 -0.7444 -0.6103 -0.592
H 3.78097 1.45814 1.22968 -0.0392 0.0040 -0.0190 0.096
H 2.71272 1.20050 -0.22095 0.1225 -0.0271 0.0595 0.283
H 4.42571 0.66550 -0.24995 -0.0924 0.2365 -0.1146 0.401

No. 4
21
Properties=species:S:1:pos:R:3:forces:R:3:mulliken_charge:R:1 method="wB97M-V/def2-TZVPD" energy_ev=-8495.5596 orbital_gap_ev=11.05 e_above_lowest_kj_mol=128.6 fmax_ha_per_bohr=0.0089 smiles="C=CCCC.CO"
C -0.67636 2.06676 0.93289 0.0289 0.0123 -0.1623 -0.877
C -0.09748 1.72501 -0.21753 -0.0993 0.0820 0.1397 -0.146
C -0.50774 0.57190 -1.08855 -0.0595 0.0011 0.0067 -0.401
C 0.66552 -0.34654 -1.44632 0.0539 0.0198 0.0221 -0.243
C 0.25721 -1.45439 -2.41350 -0.0118 -0.0420 -0.0246 -1.286
H -0.33384 2.91745 1.51581 -0.0281 -0.1218 -0.1054 0.256
H -1.52707 1.51320 1.32879 0.1328 0.0594 -0.0882 0.304
H 0.74359 2.31883 -0.58192 -0.1081 -0.0807 0.0710 0.266
H -0.94154 0.96553 -2.01981 0.0694 -0.0399 0.1143 0.357
H -1.30093 -0.00519 -0.59357 0.1101 0.0874 -0.0638 0.264
H 1.08218 -0.77710 -0.52530 -0.0577 0.0439 -0.1442 0.230
H 1.46802 0.25491 -1.89523 -0.1157 -0.0772 0.0760 0.325
H 1.10687 -2.09600 -2.66793 -0.1256 0.0816 0.0429 0.362
H -0.13507 -1.03150 -3.34639 0.0574 -0.0644 0.1381 0.315
H -0.52623 -2.08808 -1.98141 0.1131 0.0875 -0.0534 0.317
C -0.04776 -1.02933 2.64418 -0.3103 -0.3092 0.1239 -0.460
O 1.00323 -0.10479 2.48509 0.0283 0.1231 -0.1496 -0.540
H -0.02504 -1.39834 3.67422 0.0466 0.0562 -0.1489 0.271
H 0.04806 -1.89725 1.97408 0.0308 0.1548 0.0501 0.223
H -1.03832 -0.58079 2.47983 0.1759 -0.0118 0.0125 0.182
H 0.78269 0.47569 1.74257 0.0687 -0.0622 0.1432 0.280

No. 5
16
Properties=species:S:1:pos:R:3:forces:R:3:mulliken_charge:R:1 method="wB97M-V/def2-TZVPD" energy_ev=-7289.2176 orbital_gap_ev=8.59 e_above_lowest_kj_mol=135.3 fmax_ha_per_bohr=0.0657 smiles="CC/C(N)=C/N"
C -1.26200 -0.52041 -1.98988 -1.6286 1.9805 -2.0027 -0.959
C -1.17416 0.46391 -0.84732 2.3224 -0.6792 1.9395 -0.761
C 0.13332 0.19609 -0.01463 -1.1998 0.7477 1.7952 0.139
N 1.30863 0.93780 -0.23555 -1.2154 -0.4957 -1.0261 -0.512
C -0.04342 -0.51470 1.13071 1.2211 0.9738 -2.9945 -0.216
N 1.05382 -0.57045 2.04747 -1.2726 -0.7384 1.0799 -0.598
H -2.28070 -0.43470 -2.43659 0.2450 -0.6600 0.5811 0.311
H -1.00689 -1.55029 -1.75918 0.0992 0.1996 0.0544 0.329
H -0.73361 -0.08617 -2.85264 0.7039 -0.7074 0.3212 0.277
H -1.93681 0.32365 -0.08787 -0.3911 -0.2536 -0.2218 0.282
H -1.18176 1.54940 -1.00053 -0.1326 -0.2668 -0.9566 0.443
H 1.05559 1.76130 -0.76881 0.6948 0.1294 0.3072 0.221
H 1.86506 1.06107 0.60131 -0.1329 0.1622 -0.0608 0.254
H -0.98793 -1.03280 1.11965 -0.0527 -0.5412 1.0977 0.292
H 1.68254 -1.35622 1.89525 -0.1149 0.0078 -0.1710 0.214
H 0.56487 -0.77469 2.92139 0.8540 0.1413 0.2572 0.283

No. 6
8
Properties=species:S:1:pos:R:3:forces:R:3:mulliken_charge:R:1 method="wB97M-V/def2-TZVPD" energy_ev=-20423.1088 orbital_gap_ev=10.41 e_above_lowest_kj_mol=53.3 fmax_ha_per_bohr=0.0373 smiles="O=CC(F)(F)S"
O 1.69447 0.79336 -0.32033 -0.2919 -0.2750 0.8652 -0.429
C 0.81488 0.50822 0.44277 -0.4065 1.0763 1.1011 0.068
C -0.59127 0.16478 0.01243 -0.4174 -1.5136 -0.0443 0.567
F -1.43041 0.32918 1.07898 0.3306 -0.2206 -0.4327 -0.249
F -1.09638 0.84538 -1.00898 0.1786 0.2751 -0.2347 -0.196
S -0.45562 -1.66756 -0.36334 -0.4484 0.5622 0.1789 -0.207
H 0.75995 0.50126 1.61506 1.0790 -0.0351 -1.5866 0.265
H 0.30439 -1.47463 -1.45660 -0.0240 0.1307 0.1531 0.181